Density functional theory data (wB97M-V/def2-TZVPD) for a molecular structure, C22H42N4O7P2SV at a distorted geometry.

Output
* ⟨S²⟩: 2.025
* HOMO level (alpha / beta): -10.45 / -10.45 eV
* multiplicity: 3
* total charge: +1

Each line ends with the Mulliken charge.
Atoms and positions in Å:
V 0.075044 -0.152207 0.420250  2.27
C -0.864040 1.120434 -1.096289  -0.04
C -0.288582 2.014596 -0.141237  0.54
C -0.917096 1.695533 1.122608  -0.54
C -1.940802 0.732694 0.842398  -0.33
C -1.930564 0.382467 -0.513418  -0.15
C -2.965980 -0.460225 -1.231070  2.05
C -2.757738 -0.414115 -2.744586  -1.78
C -4.341561 0.147564 -0.921958  -1.75
C -2.947019 -1.913202 -0.724039  -1.36
C -0.726494 2.209166 2.559470  1.85
C 0.747957 2.436905 2.922933  -1.46
C -1.284686 1.169575 3.552912  -2.07
C -1.541771 3.494802 2.774020  -1.66
C 0.710078 3.098133 -0.596061  2.19
C 0.578895 3.268643 -2.121244  -1.81
C 2.172016 2.707656 -0.316671  -1.15
C 0.395902 4.461197 0.030656  -1.85
H -0.629038 1.106115 -2.145880  0.82
H -2.642145 0.365074 1.573024  0.53
H -2.858409 0.607840 -3.119661  0.37
H -3.518474 -1.023806 -3.234965  0.45
H -1.774833 -0.777802 -3.051249  0.20
H -4.377488 1.201503 -1.212257  0.39
H -4.579045 0.076076 0.142462  0.32
H -5.115281 -0.387655 -1.477876  0.46
H -1.951013 -2.360002 -0.781890  0.05
H -3.636546 -2.527386 -1.308246  0.50
H -3.257008 -1.961405 0.322587  0.30
H 1.353678 1.549511 2.717313  0.12
H 0.829977 2.660893 3.988395  0.55
H 1.194066 3.266056 2.383180  0.15
H -0.941717 0.156417 3.338613  0.42
H -2.377490 1.162446 3.555350  0.40
H -0.964431 1.434271 4.561779  0.46
H -1.150264 4.339577 2.214318  0.22
H -1.532265 3.757260 3.835982  0.48
H -2.582671 3.339248 2.474677  0.35
H 0.994435 2.412656 -2.662710  0.24
H 1.144464 4.150673 -2.426038  0.44
H -0.461993 3.416553 -2.424639  0.38
H 2.414801 1.757352 -0.794248  -0.40
H 2.381628 2.622638 0.751199  0.14
H 2.837477 3.469795 -0.730696  0.60
H -0.652081 4.736218 -0.120910  0.33
H 1.013796 5.214363 -0.459857  0.51
H 0.619300 4.509685 1.091792  0.23
C 1.796187 -1.380201 3.822320  -1.61
C 2.039776 -2.225280 2.577360  0.94
O 2.855181 -3.364052 2.828401  -0.60
P 2.914201 -1.304129 1.244266  0.90
O 4.088871 -0.435022 1.799807  -0.53
O 3.583439 -2.347291 0.313434  -0.54
O 1.912666 -0.370522 0.588408  -1.33
P 0.501413 -2.768598 1.705497  0.09
O -0.047954 -3.832104 2.751571  -0.56
O 0.919754 -3.370702 0.405121  -1.03
O -0.490698 -1.594675 1.591857  -0.48
H 2.746531 -1.138170 4.294767  0.41
H 1.184572 -1.939928 4.530412  0.44
H 1.273561 -0.452782 3.584682  0.20
H 2.340662 -4.025432 3.307186  0.43
H 4.906945 -0.920039 2.007703  0.40
H 2.976926 -3.093695 0.108145  0.44
H -0.733477 -4.427085 2.405076  0.43
C -0.235482 -3.933851 -4.169950  -1.20
C 0.878488 -2.949122 -4.180703  0.89
N 1.752911 -2.803403 -5.112687  -0.84
N 2.550413 -1.782284 -4.654745  0.20
C 2.190544 -1.254019 -3.475033  0.26
S 2.876901 0.006439 -2.636758  -0.46
N 1.107589 -2.029070 -3.164060  0.10
N 0.326595 -1.867994 -2.017203  -0.12
H -0.102123 -4.622199 -5.000809  0.37
H -1.202786 -3.437609 -4.288756  0.26
H -0.246543 -4.502038 -3.237916  0.31
H 3.316799 -1.453273 -5.212972  0.19
H -0.606215 -2.171363 -2.252746  -0.20
H 0.669333 -2.484317 -1.279885  0.35

Forces on atoms 1 to 2 (eV/Å):
-1.4668 0.1511 -1.0500
-0.4835 0.4393 -0.0900